Entry 1:
A molecular structure, C6H12MgO6, computed with wB97M-V/def2-TZVPD.

Geometry as XYZ:
```
25
Properties=species:S:1:pos:R:3:forces:R:3
Mg -1.5274 0.6672 0.5761 1.1671 0.3010 0.1118
O -0.8958 -0.3185 -3.6419 0.6791 0.6457 -2.3279
O 1.9181 -0.9744 -4.3983 -1.2604 2.3408 -1.6121
O -0.1500 -4.2420 1.4418 -1.4919 0.5447 1.3436
O -2.6398 -2.5276 2.7153 0.6036 -2.8209 1.4526
O -0.6199 4.0526 1.4001 2.4913 1.2943 0.3070
O 1.6905 2.1725 1.4381 0.5479 2.2988 0.9327
C 1.2045 0.0374 -5.1410 1.1252 -2.9903 1.7498
C -0.2510 0.4370 -4.6930 -0.6892 -1.1022 3.4438
C 1.9545 3.5736 1.7556 -1.3402 -3.0965 -2.7761
C -1.0570 -4.6093 2.4480 1.6432 -0.4619 -2.3065
C -2.0338 -3.7093 3.3199 0.2966 3.3677 -1.3169
C 0.6664 4.3520 2.0734 -3.6535 -2.4474 1.4082
H 1.0594 -0.3273 -6.1579 -0.3110 -0.4759 -0.9452
H 2.3286 4.0402 0.8443 0.6700 0.2756 -0.6391
H 1.8141 0.9222 -5.3237 0.2754 0.9321 0.3270
H 0.4653 3.9482 3.0657 -0.0986 -0.4349 0.9968
H -1.7299 -5.3676 2.0475 -0.9770 -0.4555 -0.6824
H -2.6797 -4.4427 3.8027 -1.1862 -0.5850 -0.4337
H 0.7812 5.3851 2.4015 0.5191 1.0694 -1.0335
H 2.7411 3.6051 2.5095 -0.0056 0.5738 0.7469
H -0.4244 -5.2312 3.0814 0.0121 -0.2261 1.7231
H -0.8511 0.5767 -5.5922 -0.5980 -0.2262 -0.6297
H -1.4825 -3.4228 4.2155 0.8651 0.7342 0.3789
H -0.2813 1.4027 -4.1884 0.7158 0.9446 -0.2192
```
Positions in Å, forces in eV/Å.

The net charge is -4. The value obtained for the LUMO energy is 7.2408 eV. The energy relative to the best compared isomer or geometry (same formula, charge and spin) is 238.99 kJ/mol. Its spin multiplicity is 1. For the highest occupied orbital energy, the calculation gives 4.80 eV.

Entry 2:
12 unconnected molecules or ions with the total composition C2H26NO13, computed with wB97M-V/def2-TZVPD.

Geometry as XYZ:
```
42
Properties=species:S:1:pos:R:3:forces:R:3
O 2.0286 1.4889 -1.6800 2.2607 -0.7347 1.4957
O 0.7499 3.2255 0.0287 -0.2707 1.3196 -0.7721
O 0.6103 -0.4403 -3.6862 1.6559 0.6385 3.2037
O -2.6666 0.6935 1.2379 2.1353 -1.2529 -0.5065
O -3.2313 2.4943 -0.6149 -1.3510 -1.0905 -1.1777
O 1.2103 1.3306 2.6759 -0.8546 3.7814 2.0469
O -0.9747 2.7555 2.2082 1.4129 0.9708 -2.2134
O -2.7623 -1.5334 1.0488 1.3576 0.7197 -0.2839
O -0.1961 -2.6145 1.8555 -0.6904 -0.6547 -1.8130
O 0.3120 -2.4951 -1.3323 -1.5284 -1.7350 0.0625
O 2.3965 -2.2851 0.9598 0.3537 -1.1529 -5.0839
O 3.1646 0.1400 0.1897 2.1222 -1.4421 1.0151
O -2.2338 -3.2987 -0.7462 0.1135 3.0208 1.4277
N -1.1253 -0.4141 -0.1065 0.5916 -1.2103 -2.1260
C -2.1806 -0.4054 0.7741 -3.3431 0.3848 0.8825
C -0.3811 0.8430 -0.5086 0.8506 -5.2339 2.2352
H 1.0727 0.6479 2.1000 -0.5304 -2.8652 -2.2144
H -2.3687 2.3339 -0.1717 -1.7048 -0.7265 -0.1442
H -0.7522 -2.6060 1.0272 0.9397 -1.3830 0.3746
H 0.5614 0.3849 -0.9672 -2.0832 1.3644 0.0883
H -1.5826 2.1023 1.7854 -0.1820 -0.1365 0.3185
H -0.4132 3.1168 1.4085 -1.6819 -0.7515 1.9027
H -0.5768 -3.0552 -1.1487 1.8835 1.0984 -0.4100
H -0.0901 1.1327 0.4833 0.2069 1.1371 -0.1873
H 3.9421 -0.5032 0.3580 -1.7205 1.6381 -0.8435
H 1.5972 2.9910 0.3715 0.8785 -0.4548 0.8481
H 1.5574 -2.6478 0.5517 1.1796 0.6083 0.1809
H 2.4563 0.8244 -0.8957 -0.7631 2.0002 -2.4330
H -2.3050 -2.2908 -1.0085 -0.4853 -2.9938 0.4649
H -2.3908 -3.0637 0.2836 -0.0595 -0.1870 -2.4436
H -0.6171 -1.7824 1.9843 -0.1948 1.8546 1.8640
H -1.0357 -1.2219 -0.8191 -0.0020 2.2139 2.0433
H 0.8598 0.2848 -3.0109 -0.7867 -0.2851 -1.9572
H 2.1101 -2.1715 1.7919 -1.5330 0.4879 5.0386
H -3.8041 1.6352 -0.7472 2.5424 2.3736 1.0890
H 0.9287 3.1909 -0.9244 -0.5008 -0.2258 0.2493
H -1.0841 1.4530 -0.9803 -0.0501 1.3414 -1.3819
H 2.7308 2.1697 -1.7542 -0.4213 -0.7268 -0.2273
H 1.0268 -1.0847 -3.0517 -0.7810 -0.0909 -1.3540
H 0.3291 1.8997 2.5829 1.5393 -1.1533 0.4494
H 0.6474 -2.8354 -2.1741 -0.1917 -0.1281 0.2779
H 2.4800 -0.3893 0.6213 -0.3139 -0.3378 0.0141
```
Positions in Å, forces in eV/Å.

The net charge is -1. The value obtained for the LUMO energy is 2.3742 eV. The energy relative to the best compared isomer or geometry (same formula, charge and spin) is 66.52 kJ/mol. Its spin multiplicity is 1. For the highest occupied orbital energy, the calculation gives -5.77 eV.

Entry 3:
A molecular structure, C32H44BrN3OsP2, computed with wB97M-V/def2-TZVPD.

Geometry as XYZ:
```
83
Properties=species:S:1:pos:R:3:forces:R:3
Os 2.6889 0.2282 -1.1710 -4.1117 -3.0462 4.2297
Br 5.4298 -0.5359 4.4395 0.1197 -0.2075 1.3697
P 0.7656 0.6827 -2.3376 -2.3336 1.4670 -0.8413
P 3.1000 3.5446 0.8178 0.2327 -0.7045 1.2572
N 0.4859 -2.9796 2.1966 0.7465 0.8697 -0.8254
N 0.7582 -1.4632 0.5837 -1.6710 0.9482 -0.0063
N 6.2972 -3.1686 -4.6407 -2.4821 2.6762 2.0110
C 5.9524 -1.0362 -3.6348 -0.4694 -1.0493 0.0173
C 4.1868 -2.7185 -3.5837 1.1938 0.4328 -0.1157
C -2.9522 -1.0176 0.9648 0.6718 0.3846 -0.6305
C 5.0650 -3.5673 -4.2906 0.0462 -1.4130 -0.6070
C 4.0180 -0.3781 0.6267 -1.5584 0.6252 -2.6756
C -0.5872 -1.4645 0.9475 2.7601 -1.4471 0.6650
C -2.0208 -2.6970 2.4961 1.6560 -0.6161 0.5205
C 3.9628 -0.5436 -2.3064 3.3613 1.4466 -0.2043
C 6.4532 -0.0229 1.8820 0.1037 -0.1582 -0.1519
C -1.2355 2.7882 -2.7694 -0.2551 -0.0287 -0.2561
C -0.7747 -2.4152 1.9745 -0.3579 -0.4805 0.1660
C 1.7677 1.7427 -3.4314 0.6332 -0.2964 0.0160
C 0.8003 4.5730 -0.2852 -0.2317 0.4202 -0.2612
C 4.6663 -1.4407 -3.2264 -0.3806 -0.5909 -0.1797
C 4.0645 -0.5358 1.9776 0.7966 -0.3985 0.8810
C 5.5904 4.2605 -0.1250 0.1980 0.2580 -0.1249
C 5.1301 -0.0689 -0.1398 2.0308 1.4378 1.8791
C 4.0254 3.4417 3.4621 0.3237 0.1915 0.3530
C -3.1179 -1.9803 1.9772 -0.8727 0.7818 -0.6111
C -0.6227 1.7767 -1.7839 -0.1314 0.1550 0.6917
C 6.3451 0.1668 0.5036 0.4090 -0.2391 -0.3419
C -1.6814 -0.7607 0.4410 -1.4840 0.6154 -0.2146
C 3.2074 2.6787 2.4078 -0.3273 0.3464 0.3770
C 6.7575 -1.9472 -4.3396 1.2551 0.0834 -0.5749
C -1.3018 -0.2544 -4.1039 -0.2263 0.0998 -0.3008
C 1.8582 1.2409 -4.8547 0.1771 0.4016 -0.6582
C 1.4848 3.2469 0.0963 0.0875 -0.2044 -0.1532
C 4.5610 0.3279 -1.4081 1.3876 -2.8863 -2.4306
C 5.3489 -0.4018 2.6361 -1.9605 0.2451 -2.0121
C 1.3657 -2.3670 1.3505 -1.7136 -1.0526 1.1833
C 4.5547 3.1269 -0.1513 0.0439 0.3449 -0.4637
C -0.1419 -0.6377 -3.1849 0.1728 -0.2555 -0.2568
H 3.6296 1.6894 2.2139 0.0128 0.1374 -0.1111
H 4.7628 -4.5948 -4.5654 0.2238 0.5596 0.1014
H 2.1508 0.1913 -4.9588 -0.0857 0.0843 0.2294
H 5.7101 4.6751 0.8829 0.0539 -0.0823 -0.2150
H 2.4155 -2.6365 1.3216 -0.1523 0.1240 -0.0839
H 3.6475 3.2126 4.4671 0.1219 0.0579 -0.3107
H -3.8135 -0.4770 0.5658 0.2486 -0.2455 0.2389
H -1.4218 1.0953 -1.4674 0.1882 0.3593 -0.2815
H 4.2301 2.8959 -1.1787 0.2091 0.1380 0.2737
H 1.3621 2.7566 -3.3498 0.1802 -0.1263 -0.1121
H 0.8888 2.6879 0.8347 0.2634 0.0996 -0.1982
H -0.5287 -1.2663 -2.3660 0.2863 -0.0572 -0.2164
H 1.5432 5.3754 -0.4107 -0.3634 -0.1843 -0.1070
H 1.6819 2.5761 -0.7708 -0.1165 0.4994 0.2980
H -1.9923 2.2849 -3.3939 0.3719 0.4469 0.1975
H -0.3010 2.3090 -0.8805 -0.2681 -0.3292 -0.3157
H 2.1818 2.5195 2.7664 0.1242 0.1799 -0.1354
H -1.7389 3.5793 -2.1830 0.1809 -0.3872 -0.3706
H 5.0873 3.1597 3.4430 -0.3002 0.1443 -0.0939
H 0.6110 -1.2152 -3.7381 -0.1526 -0.0656 0.1963
H 2.6149 1.8303 -5.3824 -0.2492 -0.0816 -0.0979
H 4.9652 2.2197 0.3115 -0.1987 0.3052 -0.0323
H -2.1236 -3.4371 3.2890 -0.2437 0.1271 -0.1887
H -4.1268 -2.1658 2.3478 0.2951 -0.0581 0.0304
H -1.1210 0.6586 -4.6829 0.0287 -0.2586 0.1092
H -1.4458 -1.0692 -4.8282 -0.1558 0.2772 0.2821
H -2.2346 -0.1097 -3.5392 0.2769 -0.0948 -0.2341
H 7.2171 0.4847 -0.0581 -0.0047 0.0963 0.0633
H 0.7145 -3.7011 2.8614 0.0543 -0.1753 0.1536
H 0.2332 4.4801 -1.2206 0.1869 0.0827 0.2856
H 3.9458 4.5273 3.3152 0.0669 -0.2792 0.1995
H -1.4795 -0.0372 -0.3441 -0.4347 -0.2945 0.3910
H -0.5015 3.2768 -3.4296 -0.3370 -0.1469 0.2338
H 0.1021 4.8910 0.5029 0.2978 -0.1091 -0.2357
H 5.2958 5.0673 -0.8036 0.0782 -0.0822 0.2052
H 0.8951 1.3836 -5.3462 0.1713 -0.0820 -0.1862
H 6.3211 -0.0588 -3.3247 0.2065 -0.3324 -0.4026
H 3.2071 -3.0693 -3.2540 0.3923 -0.1018 -0.3132
H 7.7778 -1.6364 -4.6266 -0.4845 -0.4720 0.0034
H 2.7797 1.7651 -2.9672 -0.3969 0.3528 -0.4808
H 7.3922 0.1387 2.4054 -0.0532 -0.0194 -0.2443
H 3.1428 -0.7383 2.5112 0.3009 0.0642 0.4548
H 1.6124 -1.0186 -1.6177 1.4742 0.7038 0.2419
H 6.5608 3.8802 -0.4547 -0.1376 0.0691 0.0586
```
Positions in Å, forces in eV/Å.

The net charge is +4. The value obtained for the LUMO energy (alpha / beta) is -12.0767 / -14.3521 eV. Its spin multiplicity is 5. For the highest occupied orbital energy (alpha / beta), the calculation gives -18.02 / -18.24 eV. Its expectation value of S² is 6.045.

Entry 4:
2 unconnected molecules or ions with the total composition C5H12NO, computed with wB97M-V/def2-TZVPD.

Geometry as XYZ:
```
19
Properties=species:S:1:pos:R:3:forces:R:3
O -3.2146 0.2900 1.5592 -0.6797 -0.3877 -0.3837
N -1.0544 0.8698 0.0286 -0.3220 0.8476 0.1353
C 0.1088 0.5831 -0.7906 0.1289 -0.2441 -0.7395
C 2.2284 -0.7676 -1.1589 -2.0079 -0.0194 -0.2939
C -1.0188 1.7585 0.9363 1.5648 -0.0603 0.5525
C 0.8284 -0.5133 -0.5947 0.3847 0.4448 1.0359
C 2.8264 -2.0143 -0.5572 0.8103 -1.0389 -0.8879
H 2.7259 -2.1925 0.5066 0.2711 0.5370 0.2695
H 2.3710 -2.8944 -1.0183 -0.4287 0.1072 0.0143
H -1.7791 1.9689 1.6669 -0.5993 -0.0542 -0.5885
H 2.7295 0.1952 -1.0198 0.5210 -0.4983 -0.1719
H 2.0816 -1.0023 -2.2245 0.3663 0.5714 0.1032
H -3.4587 0.7706 2.3407 0.1361 0.5248 0.9066
H 3.8550 -2.1416 -0.9206 0.0048 0.3022 0.6443
H -0.0643 2.2513 1.1029 -0.0137 0.0211 -0.1809
H 0.3022 1.3237 -1.5611 -0.0036 0.0069 0.1763
H -4.0777 -0.0901 1.3602 0.0176 -0.4038 -0.4292
H 0.5185 -1.1531 0.2349 -0.0772 -0.1343 -0.2794
H -1.9680 0.4636 -0.1467 -0.0736 -0.5219 0.1170
```
Positions in Å, forces in eV/Å.

The net charge is +1. The value obtained for the LUMO energy is -4.7520 eV. The energy relative to the best compared isomer or geometry (same formula, charge and spin) is 158.04 kJ/mol. Its spin multiplicity is 1. For the highest occupied orbital energy, the calculation gives -14.21 eV.

| no. | M (g mol⁻¹) | largest force on an atom (eV/A) |
| --- | --- | --- |
| 1 | 204.461 | 4.6 |
| 2 | 272.224 | 5.8 |
| 3 | 802.807 | 6.6 |
| 4 | 102.157 | 2.0 |